52
Properties=species:S:1:pos:R:3:mulliken_spin:R:1 method="wB97M-V/def2-TZVPD" gap_ev="7.17 / 4.43" multiplicity=5 total_charge=+2 s2=6.039 energy_ha=-1698.6191
Ir 0.383 0.358 -1.135 1.66
C 5.443 2.490 0.554 0.04
C 5.043 2.644 -0.914 -0.02
N 3.692 3.175 -1.046 0.37
C 2.579 2.457 -1.046 0.07
S 2.660 0.688 -1.111 0.29
N 1.416 3.093 -1.024 0.31
N 0.350 2.343 -1.052 0.21
C -0.907 2.977 -1.026 0.27
C -1.046 4.447 -0.893 0.01
C -1.969 2.078 -1.124 0.20
C -3.336 2.441 -1.147 0.14
C -4.303 1.476 -1.229 0.03
C -3.925 0.124 -1.295 0.15
C -2.585 -0.189 -1.292 0.02
N -1.616 0.734 -1.206 0.19
H 6.459 2.105 0.615 0.00
H 4.770 1.799 1.061 0.00
H 5.408 3.452 1.066 0.00
H 5.093 1.685 -1.424 0.01
H 5.715 3.336 -1.418 0.01
H 3.570 4.176 -0.947 -0.02
H -0.075 4.905 -0.754 0.01
H -1.689 4.699 -0.047 0.02
H -1.514 4.870 -1.786 0.03
H -3.588 3.491 -1.106 0.02
H -5.351 1.744 -1.255 0.00
H -4.661 -0.664 -1.367 0.00
H -2.268 -1.222 -1.369 0.01
C -0.180 -3.766 -2.285 0.01
C 0.097 -2.400 -2.302 -0.02
N 0.404 -1.704 -1.193 0.00
C 0.483 -2.363 -0.037 0.01
C 0.209 -3.737 0.078 0.00
C -0.136 -4.443 -1.090 0.00
C 0.365 -4.426 1.336 0.00
C -0.068 -4.010 2.550 0.00
C -0.900 -2.853 2.799 0.00
C -1.203 -2.487 4.118 0.00
C -2.052 -1.398 4.279 0.00
N -2.546 -0.750 3.238 0.00
C -2.190 -1.136 2.017 0.00
N -1.393 -2.158 1.768 0.00
H -0.427 -4.279 -3.203 0.00
H 0.065 -1.839 -3.227 0.00
H 0.809 -1.793 0.823 -0.02
H -0.371 -5.499 -1.038 0.00
H 0.877 -5.383 1.273 0.00
H 0.164 -4.609 3.423 0.00
H -0.792 -3.027 4.959 0.00
H -2.355 -1.053 5.261 0.00
H -2.609 -0.601 1.173 0.00